Molecular formula: C6H15N3
Method: DFT, ωB97M-V/def2-TZVPD

Its charge is 0. The spin multiplicity is 1. The energy relative to the best compared isomer or geometry (same formula, charge and spin) is 1.2681 eV. As for the molar mass: 129.2 g mol⁻¹.

Each line ends with the Mulliken charge.
Geometry (Å):
1 C -1.894 1.763 -1.284  -1.3563
2 C -1.447 0.676 -0.644  0.7707
3 N -2.250 -0.458 -0.466  -0.5064
4 N -0.186 0.572 -0.054  0.5061
5 N 0.669 1.691 -0.113  -0.8795
6 C 0.549 -0.685 -0.158  0.3373
7 C 1.411 -0.734 -1.425  -1.7779
8 C 1.402 -0.869 1.100  -0.6749
9 C 0.543 -1.028 2.348  -1.1869
10 H -2.911 1.816 -1.625  0.2242
11 H -1.274 2.610 -1.513  0.2733
12 H -3.216 -0.277 -0.703  0.2649
13 H -2.165 -0.867 0.454  0.2075
14 H 0.247 2.445 0.422  0.2491
15 H 0.794 2.018 -1.074  0.2447
16 H -0.193 -1.485 -0.217  0.4158
17 H 0.797 -0.532 -2.301  0.3810
18 H 2.207 0.003 -1.369  0.3705
19 H 1.855 -1.720 -1.534  0.4543
20 H 2.042 0.007 1.206  0.3402
21 H 2.036 -1.747 0.972  0.3814
22 H -0.108 -0.165 2.464  0.3016
23 H 1.168 -1.111 3.234  0.3868
24 H -0.073 -1.923 2.279  0.2723

Forces on the atoms, in the same order (eV/Å):
0.1 0.2 -0.2
0.0 0.1 0.1
0.0 -0.1 0.0
-0.2 0.2 0.0
-0.1 0.1 0.0
0.6 -0.2 0.0
-0.3 0.0 0.2
-0.4 -0.1 0.0
0.2 0.0 -0.1
-0.2 -0.1 0.0
0.2 0.1 0.0
0.1 0.0 0.0
-0.1 0.0 0.0
0.0 -0.1 -0.1
-0.1 -0.1 0.1
0.1 0.1 0.0
0.0 0.0 -0.2
0.1 0.1 0.0
0.1 -0.1 0.0
0.1 0.0 -0.1
0.1 0.0 0.0
-0.1 0.1 0.1
0.0 0.0 0.1
-0.1 -0.1 0.0

Molecular formula: C4H7N
Method: DFT, ωB97M-V/def2-TZVPD

Its charge is 0. The spin multiplicity is 1. The energy relative to the best compared isomer or geometry (same formula, charge and spin) is 7.3314 eV. As for the molar mass: 69.1 g mol⁻¹.

Each line ends with the Mulliken charge.
Geometry (Å):
1 C -1.097 -0.600 1.804  -0.4746
2 C 1.316 0.709 -1.223  -0.3032
3 C -0.230 1.422 0.753  -0.2820
4 C 0.565 -0.465 -1.651  -0.6719
5 N -0.589 0.450 1.352  0.0171
6 H -0.575 -1.222 2.468  0.2742
7 H -2.054 -0.819 1.329  0.2855
8 H 1.746 0.447 -0.177  0.1385
9 H -0.341 2.469 0.937  0.2537
10 H 1.304 -1.162 -1.824  0.3218
11 H -0.212 -0.731 -1.043  0.1982
12 H 0.166 -0.499 -2.725  0.2427

Forces on the atoms, in the same order (eV/Å):
-1.5 -0.7 -1.0
0.5 0.7 1.8
0.8 -0.2 -1.3
-0.4 1.9 -3.6
0.4 1.8 0.0
0.5 -0.7 0.8
0.1 -0.5 0.6
-0.4 0.1 -1.5
-0.2 0.3 0.5
1.9 -2.4 0.6
-1.7 -1.4 2.0
0.0 1.1 1.2

Molecular formula: C7H18N3
Method: DFT, ωB97M-V/def2-TZVPD

Its charge is +1. The spin multiplicity is 1. The energy relative to the best compared isomer or geometry (same formula, charge and spin) is 5.6417 eV. As for the molar mass: 144.2 g mol⁻¹.

Each line ends with the Mulliken charge.
Geometry (Å):
1 C -0.642 -1.018 -0.625  -0.1104
2 C -1.081 0.061 1.626  -2.1470
3 C -1.508 1.288 -0.352  -1.4529
4 C -2.944 -0.712 0.266  -1.7528
5 C 2.399 -0.938 1.033  -0.8407
6 C 2.588 1.306 0.065  -0.7185
7 C -1.576 -0.148 0.246  2.1712
8 N -0.879 -2.020 -1.193  -0.4103
9 N 0.978 -0.013 -0.809  -0.7143
10 N 1.744 0.201 0.433  0.3715
11 H -0.247 0.736 1.699  0.6656
12 H -0.765 -0.880 2.119  0.3794
13 H -1.835 0.650 2.215  0.4759
14 H -1.656 1.901 0.497  0.4318
15 H -0.628 1.629 -0.924  0.2780
16 H -2.383 1.549 -0.946  0.4325
17 H -3.113 -1.538 0.879  0.4055
18 H -3.141 -0.872 -0.836  0.4063
19 H -3.521 0.126 0.708  0.4322
20 H 3.147 -1.386 0.447  0.4283
21 H 2.762 -0.723 2.045  0.3844
22 H 1.736 -1.846 1.228  0.3240
23 H 3.137 0.896 -0.862  0.3311
24 H 1.873 2.199 -0.145  0.2797
25 H 3.293 1.401 0.877  0.4349
26 H -0.370 -2.401 -1.996  0.3264
27 H 1.619 -0.531 -1.456  0.2686
28 H 1.093 0.616 1.149  -0.0805

Forces on the atoms, in the same order (eV/Å):
1.7 4.5 2.9
0.2 -0.6 2.3
-1.1 0.2 -1.1
-0.8 2.2 -2.4
-1.1 -2.5 2.2
1.0 0.7 -1.8
2.6 0.7 -1.3
-0.3 -2.9 -3.1
-1.6 -2.1 0.0
-2.5 0.0 -0.4
0.3 0.4 0.0
-0.5 0.5 0.1
0.4 -1.1 -0.4
0.1 1.1 0.8
-0.3 -0.7 0.6
-0.1 -0.4 -0.4
0.1 -1.6 0.7
-0.8 -0.1 1.5
-0.3 -0.6 -0.6
1.3 0.2 -1.1
0.2 0.4 -0.4
0.0 1.6 -0.5
-0.6 1.4 1.3
1.8 -1.5 0.3
0.3 0.8 0.1
0.1 -0.1 0.8
-0.5 0.3 0.9
0.5 -1.0 -1.1

Molecular formula: C4H13N2S
Method: DFT, ωB97M-V/def2-TZVPD

Its charge is +1. The spin multiplicity is 1. The energy relative to the best compared isomer or geometry (same formula, charge and spin) is 6.7827 eV. As for the molar mass: 121.2 g mol⁻¹.

Each line ends with the Mulliken charge.
Geometry (Å):
1 C -2.764 0.557 0.699  -0.9952
2 N 0.453 0.179 -0.550  -0.2502
3 C 1.845 -0.211 -0.388  -0.8507
4 C 2.817 0.951 0.044  -0.3218
5 S 4.296 0.070 0.206  -0.1959
6 C -2.783 -0.656 -0.166  -0.1847
7 N -1.633 -1.414 0.178  -0.2971
8 H -1.809 1.051 0.439  0.2566
9 H -2.692 0.286 1.755  0.3109
10 H 0.262 0.385 -1.522  0.2950
11 H 1.825 -0.784 0.575  0.3397
12 H 2.254 -0.897 -1.128  0.4914
13 H 2.451 1.313 0.996  0.3398
14 H 2.782 1.776 -0.705  0.3563
15 H 5.174 1.083 0.341  0.1849
16 H -3.707 -1.219 0.019  0.3702
17 H -2.789 -0.329 -1.228  0.2172
18 H -1.689 -2.508 0.020  0.3025
19 H -0.722 -0.940 -0.120  0.3023
20 H -3.571 1.309 0.539  0.3288

Forces on the atoms, in the same order (eV/Å):
0.8 1.9 0.3
2.1 0.2 0.4
-2.6 -1.8 1.5
-1.8 1.8 -0.7
2.1 -0.9 0.2
-1.3 0.0 -0.3
0.9 -3.0 -0.8
-0.5 0.2 0.4
-0.2 0.0 -0.1
-0.2 -0.2 -0.9
0.1 0.1 -0.5
0.0 0.7 -0.7
-0.1 0.2 0.0
0.3 -0.6 0.5
-0.3 0.1 -0.1
0.3 -0.4 -0.4
-0.1 -0.4 0.2
0.2 3.0 0.1
-0.3 -0.3 0.9
0.4 -0.8 0.0

E_LUMO, record by record: 1.0, 0.4, -2.8, -8.7 eV
E_tot, record by record: -401.84067, -211.09125, -441.38562, -667.43054 Ha